(1)
{
  "formula": "C17H26FO5S2",
  "method": "wB97M-V/def2-TZVPD",
  "homo_lumo_gap_ev": 3.58,
  "charge": -1,
  "multiplicity": 1,
  "lumo_ev": 1.9,
  "homo_energy_ev": -1.7,
  "symbols": ["C", "C", "C", "C", "C", "C", "C", "O", "F", "C", "C", "H", "H", "H", "H", "H", "H", "H", "H", "H", "H", "C", "C", "C", "S", "O", "O", "C", "H", "H", "H", "H", "H", "H", "H", "H", "C", "C", "C", "S", "O", "O", "C", "H", "H", "H", "H", "H", "H", "H", "H"],
  "xyz": [[5.4488, 3.7621, 2.4581], [3.9623, 3.0442, 2.5398], [2.8433, 3.3857, 1.3702], [1.3379, 2.6687, 1.4972], [1.0938, 1.6536, 2.7757], [-0.4415, 0.9988, 2.8807], [-1.4038, 2.2803, 3.3596], [-0.5787, 3.2663, 4.1176], [-1.8046, 2.9962, 2.1240], [2.1954, 1.2839, 3.9343], [3.6829, 2.0019, 3.8003], [5.6033, 4.4426, 3.4076], [5.4687, 4.3814, 1.4649], [6.2305, 2.8747, 2.3847], [3.0963, 4.1317, 0.4824], [0.5266, 2.9232, 0.6720], [-0.7516, 0.5589, 1.8411], [-0.4898, 0.1403, 3.6929], [-0.2437, 3.9931, 3.5133], [1.8798, 0.5439, 4.7910], [4.4819, 1.7696, 4.6259], [0.0176, -0.4848, -1.8068], [1.0249, -1.3068, -2.6095], [2.2674, -0.4409, -2.8100], [2.3243, 0.6807, -1.4206], [2.1313, 2.0298, -1.9094], [3.4333, 0.3187, -0.5606], [0.8077, 0.1325, -0.6625], [-0.8080, -1.1010, -1.4387], [-0.4044, 0.3042, -2.4406], [1.2911, -2.2091, -2.0456], [0.6099, -1.6302, -3.5692], [3.1791, -1.0434, -2.8279], [2.1967, 0.1552, -3.7240], [0.2976, 0.9761, -0.1943], [1.0626, -0.6191, 0.0906], [-5.3824, -3.4598, -1.9318], [-4.3751, -4.2818, -2.7345], [-3.1326, -3.4159, -2.9350], [-3.0757, -2.2943, -1.5456], [-3.2687, -0.9452, -2.0344], [-1.9667, -2.6563, -0.6856], [-4.5923, -2.8425, -0.7875], [-6.2080, -4.0760, -1.5637], [-5.8044, -2.6708, -2.5656], [-4.1089, -5.1841, -2.1706], [-4.7901, -4.6052, -3.6942], [-2.2209, -4.0184, -2.9529], [-3.2033, -2.8198, -3.8490], [-5.1024, -1.9989, -0.3193], [-4.3374, -3.5941, -0.0344]]
}

(2)
{
  "formula": "C17H26HgN3O6",
  "method": "wB97M-V/def2-TZVPD",
  "homo_lumo_gap_ev": [7.14, 7.81],
  "s2": 0.753,
  "e_above_lowest_ev": 0.293,
  "multiplicity": 2,
  "lumo_ev": [0.6, -0.4],
  "homo_energy_ev": [-6.5, -8.2],
  "symbols": ["Hg", "C", "C", "O", "C", "C", "O", "C", "C", "O", "C", "C", "O", "H", "H", "H", "H", "H", "H", "H", "H", "H", "H", "H", "H", "H", "H", "H", "H", "O", "C", "O", "C", "C", "C", "C", "C", "N", "H", "H", "H", "H", "C", "N", "C", "C", "N", "H", "H", "H", "H", "H", "H"],
  "xyz": [[0.2974, -0.1099, 0.0041], [-0.1238, -3.4470, 1.7416], [-0.2270, -4.1288, 0.3849], [-0.0047, -3.1648, -0.6067], [-0.1903, -3.6278, -1.9169], [0.0500, -2.4618, -2.8636], [-0.5730, -1.2531, -2.4874], [-1.9550, -1.0944, -2.7039], [-2.8619, -1.7572, -1.6748], [-2.4539, -1.4298, -0.3672], [-2.9274, -2.3268, 0.6064], [-2.1705, -2.1544, 1.9155], [-0.7643, -2.1918, 1.8320], [0.9265, -3.2258, 1.9315], [-0.4952, -4.1340, 2.5126], [-1.2069, -4.6075, 0.2494], [0.5292, -4.9247, 0.3416], [-1.1981, -4.0474, -2.0410], [0.5244, -4.4255, -2.1620], [-0.2490, -2.7580, -3.8771], [1.1151, -2.2305, -2.8498], [-2.2364, -1.4732, -3.6953], [-2.1120, -0.0155, -2.6711], [-2.8669, -2.8449, -1.8074], [-3.8874, -1.4066, -1.8589], [-2.8466, -3.3580, 0.2446], [-3.9901, -2.1398, 0.8201], [-2.5367, -2.9156, 2.6169], [-2.3965, -1.1638, 2.3135], [4.7288, -0.3083, 0.8757], [3.5179, -0.1401, 0.7390], [2.7084, -0.7090, -0.0373], [2.9077, 0.9475, 1.6794], [3.7744, 1.7610, 2.4071], [3.2435, 2.7305, 3.2367], [1.8623, 2.8477, 3.3495], [1.0732, 1.9858, 2.6138], [1.5886, 1.0699, 1.7910], [4.8371, 1.6031, 2.3004], [3.8941, 3.3879, 3.8008], [1.4101, 3.5939, 3.9890], [-0.0095, 2.0173, 2.6823], [-0.2146, 5.1145, 0.0403], [0.1844, 4.6053, -1.2624], [0.5300, 5.5721, -2.2909], [0.0139, 3.3265, -1.5466], [-0.1449, 2.2010, -1.7682], [0.5396, 5.8155, 0.4005], [-0.2988, 4.2923, 0.7461], [-1.1739, 5.6372, -0.0170], [1.4391, 6.1066, -2.0093], [-0.2769, 6.2986, -2.4163], [0.6965, 5.0620, -3.2353]]
}

Calculated max |F| in order - 5.349 0.592 eV/A
Calculated E in order - -1935.40550 -1432.39010 Ha